No. 1
Density functional theory data (ωB97M-V/def2-TZVPD) for C49H58As2N3OP3S4Sc as an isolated structure.

Structure (XYZ):
```
121
Properties=species:S:1:pos:R:3:mulliken_charge:R:1
Sc -0.116 0.362 0.264 0.363
S -1.549 0.945 2.363 -0.686
P -2.932 0.263 1.063 2.406
C -2.250 0.242 -0.554 -0.396
P -1.980 -1.365 -1.178 2.240
S -0.299 -2.241 -0.512 -1.004
C -3.363 -2.537 -1.071 0.602
C -3.320 -3.704 -0.322 -0.325
C -4.448 -4.501 -0.247 -0.698
C -5.605 -4.135 -0.915 -0.619
C -5.644 -2.965 -1.659 -0.678
C -4.525 -2.163 -1.735 -0.708
C -1.765 -1.142 -2.970 0.383
C -1.195 -2.178 -3.699 -0.927
C -0.980 -2.024 -5.055 -0.727
C -1.327 -0.837 -5.682 -0.709
C -1.900 0.193 -4.953 -0.476
C -2.124 0.045 -3.596 -0.162
C -4.296 1.468 0.999 0.026
C -4.707 2.145 2.140 -0.868
C -5.804 2.985 2.075 -0.760
C -6.483 3.154 0.877 -0.648
C -6.059 2.493 -0.265 -0.620
C -4.966 1.648 -0.206 0.037
C -3.770 -1.158 1.853 0.719
C -3.093 -1.872 2.832 -0.563
C -3.681 -2.973 3.423 -0.639
C -4.963 -3.344 3.054 -0.773
C -5.651 -2.616 2.096 -0.791
C -5.058 -1.528 1.483 -0.484
H -2.405 -3.983 0.184 0.184
H -4.426 -5.411 0.335 0.485
H -6.482 -4.763 -0.862 0.439
H -6.546 -2.676 -2.178 0.425
H -4.531 -1.244 -2.308 0.266
H -0.905 -3.087 -3.185 0.392
H -0.539 -2.826 -5.627 0.456
H -1.149 -0.710 -6.741 0.411
H -2.167 1.118 -5.444 0.464
H -2.558 0.849 -3.009 0.236
H -4.156 2.015 3.062 0.436
H -6.140 3.503 2.960 0.442
H -7.351 3.796 0.837 0.412
H -6.586 2.631 -1.198 0.458
H -4.611 1.120 -1.082 0.272
H -2.118 -1.523 3.143 0.246
H -3.147 -3.538 4.175 0.459
H -5.431 -4.194 3.525 0.425
H -6.657 -2.901 1.825 0.462
H -5.591 -0.969 0.727 0.442
C 3.306 3.411 0.751 -1.181
As 1.775 2.235 1.255 1.307
C 2.720 1.486 2.791 -1.443
C 0.688 3.617 2.125 -0.009
C 1.091 4.172 3.335 -0.513
C 0.299 5.095 3.995 -0.916
C -0.915 5.469 3.447 -0.861
C -1.317 4.940 2.234 -0.754
C -0.524 4.021 1.556 0.172
As -1.017 3.274 -0.179 1.289
C -2.752 4.147 -0.494 -1.472
C -0.013 4.643 -1.214 -0.918
H 3.614 3.975 1.636 0.536
H 3.062 4.120 -0.038 0.320
H 4.130 2.773 0.421 0.243
H 3.368 2.211 3.288 0.693
H 3.327 0.656 2.421 0.053
H 1.983 1.100 3.494 0.414
H 2.035 3.876 3.777 0.328
H 0.624 5.514 4.935 0.417
H -1.550 6.173 3.964 0.433
H -2.271 5.235 1.815 0.323
H -3.466 3.865 0.277 0.290
H -3.135 3.801 -1.458 0.344
H -2.645 5.234 -0.524 0.575
H -0.267 5.647 -0.866 0.477
H -0.270 4.557 -2.273 0.444
H 1.062 4.498 -1.089 -0.030
C 2.616 -1.784 3.871 -1.317
P 1.582 -2.069 2.393 0.830
C 0.195 -3.095 2.965 -0.607
C 2.565 -3.129 1.293 -0.829
O 1.144 -0.777 1.761 -0.510
H 2.814 -2.732 4.361 0.476
H 2.089 -1.127 4.559 0.360
H 3.559 -1.327 3.581 0.355
H 0.564 -4.058 3.307 0.572
H -0.492 -3.238 2.131 -0.254
H -0.311 -2.589 3.786 0.314
H 2.915 -4.007 1.828 0.540
H 3.409 -2.560 0.908 -0.016
H 1.931 -3.425 0.459 0.267
C 7.942 -1.456 0.280 -1.439
C 6.906 -1.762 -0.746 0.743
C 6.615 -3.027 -1.168 -1.010
C 5.666 -3.174 -2.220 0.897
N 4.953 -2.172 -2.637 -0.541
C 5.095 -0.944 -2.065 -0.096
S 3.413 -0.569 -0.834 -0.033
N 6.250 -0.720 -1.321 0.071
C 5.490 -4.464 -2.940 -1.306
H 8.870 -1.970 0.041 0.382
H 7.611 -1.814 1.254 0.302
H 8.135 -0.387 0.345 0.356
H 7.144 -3.879 -0.777 0.462
H 6.450 0.225 -1.022 0.342
H 6.267 -5.181 -2.693 0.401
H 5.497 -4.262 -4.010 0.339
H 4.515 -4.890 -2.709 0.278
S 0.594 1.172 -2.411 0.164
C 2.254 1.248 -2.470 -0.654
N 2.888 2.425 -2.384 0.152
C 4.265 2.563 -2.450 -0.767
C 5.068 1.531 -2.699 -1.267
C 4.534 0.164 -2.966 0.438
C 3.071 0.026 -2.546 -1.167
H 2.305 3.251 -2.314 0.312
H 4.630 3.567 -2.301 0.489
H 6.133 1.675 -2.776 0.736
H 4.713 -0.100 -4.017 0.487
H 2.551 -0.775 -3.071 0.862
```

Summary:
Lowest unoccupied orbital energy ... -2.59 eV
Energy above the lowest of the compared OMol25 structures with the same formula, charge and spin ... 60.9 kcal/mol
E_tot ... -9990.593671 a.u.
Frontier orbital gap ... 6.749 eV
Charge ... +1
HOMO energy ... -9.343 eV

***

No. 2
Density functional theory data (ωB97M-V/def2-TZVPD) for one molecule with the formula C5H6O.

Structure (XYZ):
```
12
Properties=species:S:1:pos:R:3:mulliken_charge:R:1
C -1.103 1.474 -1.850 0.086
C -0.127 1.246 -1.186 -0.550
C 0.762 0.822 -0.106 -0.342
C -0.131 -0.114 0.735 0.472
C 0.212 -1.583 0.810 -0.982
O -1.113 0.326 1.283 -0.508
H -2.045 1.660 -2.303 0.388
H 1.677 0.335 -0.457 0.309
H 1.037 1.685 0.510 0.240
H 0.472 -1.814 1.848 0.275
H 1.039 -1.872 0.158 0.311
H -0.680 -2.164 0.560 0.303
```

Summary:
Lowest unoccupied orbital energy ... 0.92 eV
Energy above the lowest of the compared OMol25 structures with the same formula, charge and spin ... 42.9 kcal/mol
E_tot ... -269.277841 a.u.
Frontier orbital gap ... 10.561 eV
HOMO energy ... -9.639 eV
SMILES ... C#CCC(C)=O

***

No. 3
Density functional theory data (ωB97M-V/def2-TZVPD) for one molecule with the formula C6H12O.

Structure (XYZ):
```
19
Properties=species:S:1:pos:R:3:mulliken_charge:R:1
C -0.565 -0.516 -1.537 -1.653
C -1.330 0.000 1.078 -0.141
C -1.812 0.979 2.122 -1.016
O -0.171 0.448 0.683 -0.155
C 0.473 -0.210 -0.462 1.746
C 1.156 -1.472 0.043 -1.617
C 1.478 0.834 -0.932 -1.615
H -1.157 0.378 -1.763 0.392
H -1.251 -1.301 -1.212 0.411
H -0.059 -0.832 -2.454 0.440
H -2.280 1.807 1.566 0.283
H -1.026 1.421 2.747 0.297
H -2.584 0.529 2.746 0.314
H 1.643 -1.985 -0.793 0.385
H 1.918 -1.232 0.793 0.389
H 0.416 -2.145 0.487 0.391
H 2.233 1.034 -0.164 0.374
H 0.968 1.776 -1.162 0.375
H 1.986 0.487 -1.836 0.398
```

Summary:
Lowest unoccupied orbital energy ... 0.95 eV
Energy above the lowest of the compared OMol25 structures with the same formula, charge and spin ... 57.9 kcal/mol
E_tot ... -310.966942 a.u.
Frontier orbital gap ... 9.141 eV
HOMO energy ... -8.187 eV

***

No. 4
Density functional theory data (ωB97M-V/def2-TZVPD) for C42H60AsN8O7PS2Ti as an isolated structure.

Structure (XYZ):
```
122
Properties=species:S:1:pos:R:3:mulliken_charge:R:1
Ti -0.046 0.064 0.548 -1.158
C -3.662 -0.681 1.497 -1.950
C -2.373 -1.355 1.151 0.530
N -1.392 -1.482 2.126 -0.089
N -0.839 -2.773 2.169 -0.787
C 0.374 -2.909 2.528 0.213
S 1.493 -1.637 2.919 -0.431
S 1.040 -4.569 2.673 -0.309
C 0.525 -5.319 1.114 -0.715
C 1.440 -5.091 -0.077 0.664
C 1.296 -5.918 -1.193 -0.473
C 2.080 -5.740 -2.325 -0.594
C 3.019 -4.713 -2.364 -0.633
C 3.158 -3.878 -1.264 -0.334
C 2.379 -4.071 -0.126 0.158
C -2.271 -2.211 -0.037 0.465
C -3.367 -2.877 -0.593 -0.781
C -3.230 -3.677 -1.717 -0.949
C -1.979 -3.806 -2.318 -1.195
C -0.883 -3.128 -1.805 -0.591
C -1.028 -2.332 -0.682 1.185
O -0.003 -1.579 -0.231 -0.296
H -4.117 -1.157 2.374 0.384
H -4.356 -0.739 0.658 0.554
H -3.523 0.375 1.721 0.216
H -0.477 -4.942 0.892 0.031
H 0.445 -6.385 1.324 0.626
H 0.543 -6.702 -1.175 0.377
H 1.942 -6.386 -3.185 0.338
H 3.621 -4.554 -3.251 0.375
H 3.863 -3.055 -1.294 0.232
H 2.485 -3.403 0.721 0.157
H -4.340 -2.776 -0.125 0.423
H -4.095 -4.178 -2.132 0.383
H -1.861 -4.415 -3.206 0.375
H 0.086 -3.156 -2.289 0.486
O 1.494 -0.507 -2.990 -0.879
H 1.487 -0.091 -2.112 0.190
H 0.541 -0.589 -3.144 0.608
N -2.231 2.100 0.736 -0.510
C -1.669 1.307 -0.089 1.204
H -2.872 2.705 0.214 0.277
O -1.248 -0.203 -2.635 -0.689
C -2.198 0.449 -2.276 -0.046
O -2.029 1.542 -1.441 -0.725
C -3.578 0.172 -2.654 0.679
C -3.822 -0.925 -3.502 -0.406
C -5.093 -1.282 -3.870 -0.655
C -6.197 -0.537 -3.391 -0.254
C -5.969 0.566 -2.531 -0.713
C -4.682 0.903 -2.179 -0.103
N -7.484 -0.884 -3.767 0.865
O -7.651 -1.869 -4.555 -0.772
O -8.462 -0.207 -3.320 -0.782
H -2.970 -1.495 -3.853 0.434
H -5.283 -2.124 -4.518 0.476
H -6.821 1.123 -2.173 0.462
H -4.508 1.752 -1.530 0.332
C -0.868 -1.514 4.951 -1.408
As -0.461 -0.138 3.623 2.591
C -2.100 0.859 3.937 -1.709
C 0.709 0.839 4.859 -1.358
O 0.087 0.796 2.174 0.753
H -1.335 -0.961 5.769 0.509
H 0.053 -1.982 5.288 0.325
H -1.553 -2.257 4.554 0.337
H -2.921 0.158 4.063 0.416
H -2.295 1.521 3.095 0.115
H -1.963 1.440 4.849 0.514
H 0.167 1.025 5.786 0.548
H 1.008 1.788 4.407 0.094
H 1.596 0.245 5.064 0.266
N 1.331 0.997 -0.373 1.198
P 2.446 1.861 0.290 -3.085
N 3.340 2.666 -0.923 0.675
C 3.144 4.109 -1.090 0.080
C 4.078 4.631 -2.172 -1.089
C 3.689 4.058 -3.549 -0.672
C 2.980 2.706 -3.385 -1.054
C 3.554 1.942 -2.204 0.231
N 3.597 0.956 1.092 0.633
C 3.888 0.944 2.535 0.304
C 4.705 -0.287 2.917 -0.677
C 5.927 -0.475 2.016 -0.828
C 5.535 -0.408 0.519 -1.108
C 4.030 -0.259 0.369 0.027
N 2.000 3.089 1.304 1.952
C 0.672 3.705 1.106 -0.078
C 0.071 4.102 2.441 0.124
C 0.991 5.100 3.190 -0.813
C 2.367 5.190 2.522 -1.016
C 2.896 3.793 2.228 -1.122
H 3.354 4.619 -0.153 -0.109
H 2.112 4.367 -1.369 0.226
H 5.098 4.335 -1.912 0.310
H 4.048 5.723 -2.180 0.414
H 4.586 3.931 -4.162 0.353
H 3.041 4.761 -4.079 0.339
H 3.078 2.097 -4.284 0.582
H 1.908 2.842 -3.216 0.160
H 4.627 1.768 -2.365 0.112
H 3.071 0.975 -2.165 -0.535
H 2.970 0.971 3.126 -0.394
H 4.484 1.818 2.804 0.429
H 4.079 -1.176 2.878 0.061
H 5.012 -0.165 3.959 0.581
H 6.393 -1.436 2.246 0.381
H 6.669 0.297 2.245 0.354
H 5.879 -1.293 -0.022 0.386
H 5.998 0.463 0.050 0.267
H 3.498 -1.138 0.744 0.100
H 3.766 -0.176 -0.681 0.402
H 0.023 2.993 0.615 -0.920
H 0.743 4.582 0.452 0.687
H -0.083 3.189 3.016 -0.721
H -0.916 4.535 2.266 0.665
H 1.127 4.776 4.226 0.337
H 0.537 6.093 3.228 0.314
H 3.080 5.704 3.170 0.451
H 2.300 5.767 1.595 0.308
H 2.966 3.266 3.182 0.338
H 3.907 3.846 1.814 0.574
```

Summary:
Lowest unoccupied orbital energy (spin up / spin down) ... 3.74 / 3.74 eV
Energy above the lowest of the compared OMol25 structures with the same formula, charge and spin ... 19.7 kcal/mol
E_tot ... -6824.181768 a.u.
Frontier orbital gap (spin up / spin down) ... 4.387 / 6.794 eV
2S+1 ... 3
Charge ... -2
HOMO energy (spin up / spin down) ... -0.646 / -3.053 eV